i | This record from OMol25 describes a structure of composition C46H66N11O2. The level of theory is ωB97M-V/def2-TZVPD.

The HOMO energy comes out at -9.824 eV. The calculation puts the LUMO energy at -0.05216 Ha.

```
! wB97M-V def2-TZVPD RIJCOSX def2/J DEFGRID3
* xyz 1 1
H -3.07129 8.03537 -4.13210
H 2.82171 -3.33663 0.20890
C 0.03371 1.61237 -4.39110
H 4.26571 -1.29763 -2.93410
C 2.22071 -3.76863 -0.45210
H 1.74671 -4.71663 -0.02310
H 3.19871 2.65837 -2.01810
H -0.77029 -0.20563 -4.19510
H 5.78571 -7.76363 3.15190
H -4.38729 4.54537 5.73690
H 7.16871 1.59437 -1.54610
H -2.74029 -7.62463 -0.84710
N -6.31929 4.04537 3.06790
C 5.20371 -1.10963 -1.02010
H -0.42629 2.32437 -1.64010
H 0.80171 0.96437 -0.59410
H 0.66071 0.83537 -2.26310
H -5.50829 5.02137 -2.29810
C -4.90429 4.54437 4.65290
C -4.45729 6.22537 -3.73610
H 0.70971 4.72137 3.18490
C -4.64229 5.59937 -2.57810
H 3.06471 -9.15563 0.00890
N 1.86371 1.88037 0.94590
C -2.60729 6.66137 -2.57110
H -2.09129 0.56337 0.09290
N 4.49071 -8.81663 1.57490
H -5.71529 5.40737 1.41590
C 0.66671 3.39437 4.92390
H -1.12629 1.71637 0.95290
H 1.34871 4.11437 -1.44610
N 0.20771 0.58337 -1.34910
C 2.88871 1.57137 0.01490
H 0.04371 -2.04263 1.91790
C 3.73371 -8.45063 0.52690
C -1.18629 3.64737 3.54990
N 1.41071 2.14737 -4.57010
H -1.03829 -8.51863 -2.48910
C 0.48171 -1.09363 2.43790
H -3.08729 -0.95563 -3.94510
C 4.83671 -6.59463 1.38890
H -1.62929 1.24537 -2.13010
H 1.08771 -7.12263 1.05490
H 4.95271 -1.97163 -0.59510
H -0.57929 2.37737 -4.33510
N -3.37229 7.06837 -3.48110
O 1.11171 -2.87763 -0.61010
C -0.18429 0.11737 2.76190
C -2.74729 -2.84663 -1.06510
H 2.08371 -1.26063 -1.56510
C 5.62571 0.40037 -2.79210
H -1.52329 7.15537 -2.53710
H -6.97929 3.44437 2.42890
C -3.54929 2.69737 0.78590
O -2.59429 2.60237 -0.28310
H -1.26229 0.25937 2.78590
H 2.83971 -1.60063 2.90890
H 4.55671 -9.78863 1.83190
C 0.55271 -8.01763 -0.85810
N -2.58529 -2.56963 -2.45810
H -0.47029 2.21537 6.45590
H -2.69629 2.51037 5.09890
H -3.22729 2.43837 1.78990
N 6.15171 -0.15163 -0.64010
H -3.80529 -1.74663 0.27390
H -4.58429 2.24037 0.54990
H -3.93829 6.47937 3.24890
H 2.70971 0.67537 4.42990
C 1.86071 -0.88363 3.00090
C -3.25829 5.65337 -1.90110
H -0.45329 -1.45863 -1.88910
C 1.89571 0.24137 3.80090
H 0.44971 3.32237 1.28990
C -1.54829 3.02337 4.72590
C -0.86529 -8.31263 -1.50810
C 4.91371 -0.85363 -2.31410
H 2.88071 -3.87563 -1.26010
C -5.57829 5.14937 2.51490
H -2.37929 -3.84563 -0.61210
H 2.18671 -0.95263 -4.47010
C 3.99571 -7.09463 0.29490
C -5.87129 3.75537 4.31190
H 1.57471 3.29737 5.38890
H -2.92129 5.09237 -1.11610
C 1.60971 -0.10963 -4.38610
H -6.59429 3.02637 4.96590
C 2.72671 2.46737 -1.04410
H -4.12829 3.70937 0.94590
H -0.46029 -1.03363 -0.20510
H -1.83629 3.87137 2.83990
H 1.40871 3.06437 -4.73510
C 2.32571 1.15737 -4.49510
N -0.92029 -7.10363 0.44090
C -4.81629 5.66437 3.51590
H 1.57271 1.39737 1.64790
H -2.02129 -3.33463 -2.93710
N 0.62071 0.77137 3.61190
H 1.50971 -8.38463 -1.27910
C 6.29971 0.78637 -1.64510
C -1.70529 1.60437 -0.00510
H -1.39229 -6.68363 1.20890
C 0.04171 -0.87763 -1.11610
C -1.68229 -7.73663 -0.65410
C 0.12971 0.26537 -4.42810
C 0.34671 -7.44263 0.38190
C -3.19329 -1.34763 -2.90810
C 1.35271 -1.51663 -0.82710
H -5.17629 6.70437 -4.52010
H 0.29471 1.65537 3.98190
C 1.25971 3.04437 0.55690
H 5.24271 -5.69563 1.67290
C 1.66471 3.39237 -0.75310
H 3.51871 0.78637 0.37290
C -3.31829 -1.67163 -0.57910
H 6.54371 -0.26263 0.33090
H -4.30629 0.25637 -2.00910
H 2.04471 -1.19363 0.27290
C 0.25071 4.01137 3.81190
H 3.56871 -6.44363 -0.70210
C -3.67229 -0.79763 -1.78010
H 5.60571 0.86137 -3.73510
N -0.38529 2.77437 5.50890
C 5.04071 -7.72263 2.20990
H 3.21171 1.49637 -4.23510
C -0.98529 1.39637 -1.32710
*
```

Results of the Löwdin charge analysis, in e, for atoms 1 through 6:
1. H 0.26
2. H 0.02
3. C -0.08
4. H 0.03
5. C -0.06
6. H 0.12


ii | This record from OMol25 describes a cluster of 11 separate species, C46H66N11O2 in total. The level of theory is ωB97M-V/def2-TZVPD.

The HOMO energy comes out at -10.041 eV. The calculation puts the LUMO energy at -0.04476 Ha.

```
! wB97M-V def2-TZVPD RIJCOSX def2/J DEFGRID3
* xyz 1 1
C 1.65468 3.46626 -2.62363
C -4.24032 1.11026 -4.56463
C -3.80432 2.08026 -2.50663
H -4.30432 0.80626 -5.72163
N -4.88732 0.56826 -3.49763
H 3.44868 -4.77674 0.54037
N 0.89868 4.67126 4.84237
H -0.31832 -4.71574 1.57837
H 2.43868 -6.50074 -3.00463
N -7.51132 0.61426 3.11837
N 2.78168 1.66726 -3.42463
H -3.13732 2.40126 2.56837
H 6.17468 1.67426 -4.61463
H 4.87968 -0.24674 1.51937
C 2.46368 -7.35474 -1.26163
H -5.63232 3.17126 2.63437
C 5.39868 3.37826 0.18137
H -4.99032 1.45326 4.95437
C -5.71132 1.17026 4.21337
C -1.09032 -4.29774 3.42437
H -3.13632 0.66626 2.05737
C -3.90132 -2.32474 0.82737
H 1.11868 5.78226 5.42037
H -2.50432 -1.66274 -1.36363
H -2.70732 0.02826 -2.84863
C -6.71932 0.27926 4.17237
C 2.80368 -5.07974 -1.44763
C 0.31268 -2.39874 3.69037
N -5.40832 -0.86074 1.57037
C -0.67632 -2.29674 -2.76763
H -3.84032 1.95326 1.04037
C -6.03032 2.17226 3.12137
H -4.02332 -1.51774 2.98037
C 3.92868 3.34026 0.71837
H 1.25568 -2.73274 1.64137
N -0.18732 -4.03174 2.36837
C 2.72668 2.58226 -2.41563
H 3.02668 -7.65574 0.80937
H 1.18868 0.75026 -1.92163
N -2.03832 -0.62174 -3.11763
C -3.10532 1.72526 1.81737
H -1.19032 0.29326 -4.66863
C -0.19832 1.26626 -0.43863
H 1.80168 -1.46474 -1.24063
C 6.24668 2.68826 1.14937
H 1.61668 1.45326 5.02137
C 5.13968 -0.15574 -4.75563
H 3.58668 -0.26574 2.52237
C 2.92768 -6.88074 -0.04163
H -7.84932 2.29326 1.70237
H -0.12032 2.14626 2.94237
H 3.32268 0.43226 -0.35663
C -1.77232 -1.74774 -2.25163
C 2.61968 -0.18574 0.18337
C -0.81132 -3.28974 4.31537
C -1.07532 -0.45874 -4.02963
C -4.88632 -1.87774 -0.17663
C 5.13668 -0.40974 -2.45263
H 0.28568 1.78926 0.22537
N 5.77268 0.87626 -4.09063
H 1.54068 1.10126 -5.09763
H -0.19532 -3.36674 -2.40263
H 3.37168 2.14226 2.48237
H 5.04868 -0.85274 -1.58463
C 4.03368 2.53926 1.84637
N 5.36768 2.35726 2.18137
H -1.07532 0.21326 1.19537
H 5.90768 3.76726 -0.74563
H -3.37832 2.78626 -1.77363
C 1.42868 -0.77174 -0.61463
H 7.20668 2.59926 1.24037
C 0.89168 2.83726 -3.81063
H 5.09168 -0.11674 -5.80363
H -0.62232 4.80126 3.48337
C 4.18668 -0.96874 1.83337
C 1.28668 2.39326 4.82337
H -4.83832 -2.15274 -1.24563
C 0.53068 -2.89674 2.50337
C 0.14968 4.21126 3.79737
O -1.90932 1.87726 1.06237
H -0.00532 3.19626 -4.35963
C -7.14832 1.79426 2.57337
C -5.82432 -1.13174 0.28537
H 2.79968 -4.12874 -1.98963
N 2.50968 -6.22774 -2.13163
C 0.31468 2.80026 3.70737
H 5.51468 2.00926 3.08137
H -0.12332 -0.47274 -1.57763
H 2.16768 3.79226 6.35837
H 3.51568 1.10126 -3.75563
H -8.39132 0.20826 2.98937
H 1.39768 4.38526 -2.13663
C 3.16568 -5.43774 -0.17963
H 6.16068 1.64726 -2.14263
C 1.60568 3.54526 5.50637
H 0.70968 -1.50074 -4.46363
H 2.89868 3.70926 0.27737
H -3.09232 2.93726 -4.51763
C 4.60268 -0.99874 -3.84763
H -6.78432 -0.73574 0.08437
H -0.48332 1.96726 -1.20463
H -1.19532 -2.99974 5.27237
C -0.19232 -1.38974 -3.82463
N 0.52968 0.20426 -1.21863
H -3.03932 -2.89874 0.86537
C 5.68068 0.87426 -2.75163
H -5.49132 0.90626 -1.34263
H -5.54132 -0.18474 -3.91063
O 3.25968 -1.23574 0.84137
H -5.80432 -0.25074 2.26837
H -1.77332 -5.06274 3.42937
C -4.72632 1.16726 -2.24563
C -4.32232 -1.67774 1.95737
H 0.87768 -1.44274 0.14337
H 3.51968 2.89326 -1.83563
H -6.92832 -0.64274 4.72537
H 2.08868 -8.42074 -1.72763
H 0.90868 -1.70074 4.01937
C 1.64468 1.69526 -4.26563
C -3.50832 2.19026 -3.99663
H -2.20932 0.29026 -0.21963
C -1.42632 0.82526 0.27737
H 4.80068 -1.61774 2.53237
H 4.03468 -1.93474 -4.02563
H 2.13168 0.51426 0.83837
*
```

Results of the Löwdin charge analysis, in e, for atoms 1 through 6:
1. C -0.04
2. C -0.14
3. C -0.13
4. H 0.17
5. N -0.06
6. H 0.05


How far above the most stable structure does each one sit? In eV: i 2.134; ii 0.000.


i | This record from OMol25 describes a structure of composition C5H11NO4S2. The level of theory is ωB97M-V/def2-TZVPD.

The HOMO energy comes out at -9.340 eV. The calculation puts the LUMO energy at 0.00447 Ha.

```
! wB97M-V def2-TZVPD RIJCOSX def2/J DEFGRID3
* xyz 0 1
O 0.79749 -1.67383 -0.07342
N -1.55933 -0.04797 -0.83289
C -2.10970 -1.36612 -0.76789
H -2.86217 -0.96237 1.02934
S 1.33611 -0.36475 -0.02944
H -2.79846 -2.68121 0.70592
C -0.74407 2.34287 -0.83000
H 4.95941 0.51638 0.93443
H -1.42209 -1.98576 -1.19625
C 2.90208 -0.15596 0.85987
O 0.40483 0.58290 0.92045
C -2.23285 -1.83020 0.69546
H 2.67363 -0.40146 1.96328
O -1.91306 1.36701 1.31576
C 4.02138 0.36752 0.39043
H -0.22228 3.04660 -0.33334
H 0.03604 2.08391 -1.49668
H 4.05146 0.46685 -0.63333
O 1.47976 0.26123 -1.35264
H -1.64046 2.55333 -1.21116
S -1.10249 0.91458 0.24646
H -1.15792 -1.75319 1.16708
H -2.89732 -1.28034 -1.47145
*
```

Results of the Löwdin charge analysis, in e, for atoms 1 through 6:
1. O -0.26
2. N -0.21
3. C -0.32
4. H 0.08
5. S 0.63
6. H 0.03


ii | This record from OMol25 describes a cluster of 3 separate species, C5H11NO4S2 in total. The level of theory is ωB97M-V/def2-TZVPD.

The HOMO energy comes out at -8.313 eV. The calculation puts the LUMO energy at 0.02124 Ha.

```
! wB97M-V def2-TZVPD RIJCOSX def2/J DEFGRID3
* xyz 0 1
H -1.54084 -0.72435 -1.83395
C 2.72730 -0.14081 0.36546
C -0.17583 3.17721 -2.09937
S -0.40829 -2.33739 2.16049
C -0.48432 0.87261 -0.70081
H -2.78039 -2.66503 1.10778
O 0.61918 -2.56448 0.89936
H -2.12594 -1.05663 1.19747
H 1.18028 -0.36463 2.71865
H -0.48755 0.21510 0.25054
O 3.01530 -0.08555 -0.75711
S 0.09814 2.43762 -0.52732
C -0.92882 0.20380 -1.82521
O -0.32828 -0.96481 2.79902
H -1.00432 0.74818 -2.68702
O 2.19602 -0.06457 2.68020
H -1.36423 -2.12618 0.05077
H 1.52098 -2.20848 0.96624
H 0.61263 2.97354 -2.87086
N 2.62604 -0.51667 1.50049
H 0.17715 4.25197 -2.07225
C -1.87092 -2.09114 1.02150
H -1.27329 3.03069 -2.34407
*
```

Results of the Löwdin charge analysis, in e, for atoms 1 through 6:
1. H 0.06
2. C -0.33
3. C -0.45
4. S 0.96
5. C -0.59
6. H 0.05


How far above the most stable structure does each one sit? In eV: i 0.057; ii 0.000.


i | This record from OMol25 describes a structure of composition C2H3ClO3P. The level of theory is ωB97M-V/def2-TZVPD.

The HOMO energy comes out at -4.678 eV. The calculation puts the LUMO energy at 0.12814 Ha.

```
! wB97M-V def2-TZVPD RIJCOSX def2/J DEFGRID3
* xyz -1 1
O -1.68503 1.19640 -1.28050
C 0.88622 -0.77185 -0.08597
Cl 1.53792 -2.06171 0.90920
O -1.10019 0.88281 1.03731
H 2.71151 0.58343 0.24319
O 1.00844 1.42070 -0.49096
H -2.10131 -0.82756 -0.04553
H -2.32816 -1.55379 0.00156
P -0.58267 0.78763 -0.31267
C 1.65326 0.34393 0.02438
*
```

Results of the Löwdin charge analysis, in e, for atoms 1 through 6:
1. O -0.38
2. C -0.63
3. Cl 0.47
4. O -0.37
5. H 0.12
6. O -0.22


ii | This record from OMol25 describes a structure of composition C2H3ClO3P. The level of theory is ωB97M-V/def2-TZVPD.

The HOMO energy comes out at -5.102 eV. The calculation puts the LUMO energy at 0.13839 Ha.

```
! wB97M-V def2-TZVPD RIJCOSX def2/J DEFGRID3
* xyz -1 1
P 2.57996 0.99042 0.95254
O 3.56894 1.50852 1.91249
Cl 3.38886 -0.84566 0.19761
O 1.37237 0.29037 1.77350
C -0.09070 0.43300 0.74079
O 2.12023 1.83765 -0.19714
H -0.87133 1.07460 1.28099
H -1.07254 -0.20400 -0.96096
H 0.70914 -0.59629 -0.85469
C -0.03885 -0.12531 -0.43858
*
```

Results of the Löwdin charge analysis, in e, for atoms 1 through 6:
1. P -0.09
2. O -0.40
3. Cl 0.15
4. O -0.35
5. C -0.04
6. O -0.41


How far above the most stable structure does each one sit? In eV: i 2.331; ii 0.000.